C33H77Br2HfN11O11 | wB97M-V/def2-TZVPD

Results
- Net charge: +2
- Frontier orbital gap: 7.62 eV
- LUMO energy: -4.565 eV

CARTESIAN COORDINATES (ANGSTROEM)
Hf -24.13 -0.46 -4.53
Br -23.14 -0.40 -1.95
Br -23.40 1.85 -5.47
C -22.04 2.59 -0.53
O -23.18 2.72 -0.10
N -20.90 2.44 0.18
C -20.98 2.46 1.65
C -19.70 1.98 -0.43
H -21.90 2.63 -1.62
H -20.16 3.06 2.02
H -20.82 1.50 2.08
H -21.95 2.86 1.94
H -19.70 2.30 -1.50
H -18.83 2.40 0.04
H -19.64 0.89 -0.38
C -25.15 -0.62 -7.26
O -25.64 -0.32 -6.08
N -25.41 -1.68 -7.98
C -24.49 -2.05 -9.09
C -26.48 -2.66 -7.68
H -24.45 0.08 -7.71
H -23.44 -1.74 -8.88
H -24.84 -1.57 -9.99
H -24.52 -3.15 -9.22
H -26.70 -3.21 -8.60
H -26.14 -3.34 -6.89
H -27.34 -2.18 -7.27
C -18.12 -2.05 -2.15
O -18.80 -2.57 -3.02
N -17.01 -1.30 -2.25
C -16.36 -0.68 -1.06
C -16.34 -1.07 -3.53
H -18.41 -2.03 -1.08
H -15.52 -1.32 -0.78
H -17.08 -0.72 -0.21
H -16.11 0.36 -1.32
H -16.50 -0.03 -3.84
H -15.26 -1.22 -3.40
H -16.65 -1.77 -4.31
C -26.67 -2.99 -2.69
O -25.77 -2.36 -3.28
N -27.95 -2.63 -2.65
C -29.03 -3.50 -2.20
C -28.31 -1.30 -3.17
H -26.38 -3.91 -2.14
H -28.64 -4.30 -1.60
H -29.63 -3.83 -3.04
H -29.72 -2.87 -1.60
H -28.98 -1.45 -4.02
H -28.83 -0.72 -2.40
H -27.43 -0.74 -3.42
C -17.93 3.28 -3.32
O -17.55 2.29 -2.75
N -19.00 3.27 -4.14
C -19.58 4.56 -4.60
C -19.88 2.16 -4.29
H -17.34 4.16 -3.15
H -20.08 4.45 -5.56
H -18.71 5.16 -4.80
H -20.25 5.01 -3.83
H -19.97 1.81 -5.30
H -19.43 1.45 -3.61
H -20.89 2.46 -4.03
C -23.35 -3.49 -3.92
O -23.55 -2.38 -4.50
N -22.63 -4.37 -4.53
C -22.56 -5.75 -4.08
C -22.12 -4.11 -5.87
H -23.71 -3.61 -2.90
H -21.51 -6.07 -4.18
H -23.15 -6.43 -4.71
H -22.97 -5.78 -3.10
H -22.66 -4.66 -6.63
H -22.18 -3.07 -6.12
H -21.09 -4.45 -6.09
C -21.58 -0.83 -6.79
O -22.62 -0.95 -6.10
N -20.37 -0.76 -6.26
C -19.11 -0.64 -7.12
C -20.27 -1.01 -4.81
H -21.58 -0.74 -7.88
H -18.55 0.26 -6.88
H -19.53 -0.54 -8.11
H -18.49 -1.50 -7.04
H -20.86 -0.29 -4.24
H -20.61 -2.00 -4.55
H -19.27 -0.99 -4.43
C -20.75 -2.45 0.37
O -19.90 -1.65 0.66
N -20.63 -3.81 0.38
C -19.42 -4.60 0.59
C -21.76 -4.62 -0.08
H -21.76 -2.08 0.14
H -19.37 -5.00 1.59
H -18.57 -3.86 0.54
H -19.30 -5.33 -0.23
H -22.20 -5.15 0.75
H -22.52 -3.96 -0.47
H -21.48 -5.38 -0.78
C -25.23 -5.83 -1.03
O -24.60 -5.47 -2.04
N -25.19 -7.09 -0.63
C -25.98 -7.47 0.55
C -24.36 -8.11 -1.27
H -25.93 -5.15 -0.48
H -26.40 -6.61 1.05
H -25.32 -7.93 1.29
H -26.79 -8.12 0.22
H -24.22 -8.90 -0.53
H -24.93 -8.54 -2.10
H -23.43 -7.63 -1.53
C -24.19 1.69 3.37
O -24.69 2.25 4.36
N -23.94 0.36 3.27
C -23.45 -0.19 2.01
C -24.28 -0.58 4.33
H -23.93 2.38 2.51
H -23.26 0.67 1.36
H -24.20 -0.85 1.57
H -22.53 -0.76 2.18
H -25.27 -0.95 4.20
H -23.54 -1.36 4.40
H -24.35 -0.08 5.29
C -25.65 0.63 -1.90
O -25.43 0.45 -3.19
N -25.74 1.76 -1.35
C -26.42 2.01 -0.04
C -25.68 2.87 -2.27
H -25.74 -0.31 -1.29
H -26.73 1.06 0.36
H -27.30 2.60 -0.35
H -25.75 2.59 0.59
H -25.31 2.61 -3.26
H -26.70 3.26 -2.41
H -25.03 3.67 -1.85

***

C30H33N6 | wB97M-V/def2-TZVPD

Results
- Net charge: +1
- Energy above the lowest of the compared OMol25 structures with the same formula, charge and spin: 0.0 kcal per mole
- Frontier orbital gap: 5.51 eV
- LUMO energy: -3.699 eV

CARTESIAN COORDINATES (ANGSTROEM)
C 5.34 -1.52 -1.00
N 3.98 -1.93 -0.74
C 2.88 -1.12 -0.84
C 1.71 -1.87 -0.55
C 0.37 -1.44 -0.70
C -0.64 -2.37 -0.98
C -0.57 -3.65 -1.60
N -1.78 -4.28 -1.53
C -2.06 -5.63 -1.98
C -2.71 -3.44 -0.89
C -2.04 -2.24 -0.57
C -2.69 -1.27 0.18
C -4.01 -1.51 0.59
C -4.66 -2.71 0.26
C -4.00 -3.71 -0.47
C 2.18 -3.20 -0.16
C 3.59 -3.21 -0.35
C 4.38 -4.33 -0.14
C 3.74 -5.51 0.27
C 2.36 -5.51 0.51
C 1.58 -4.36 0.33
H 6.02 -2.32 -0.68
H 5.50 -1.33 -2.07
H 5.57 -0.61 -0.45
H 2.97 -0.08 -1.15
H 0.15 -0.36 -0.74
H 0.28 -4.13 -2.08
H -3.09 -5.88 -1.73
H -1.92 -5.71 -3.07
H -1.38 -6.35 -1.50
H -2.15 -0.35 0.42
H -4.54 -0.75 1.17
H -5.69 -2.87 0.59
H -4.47 -4.67 -0.72
H 5.46 -4.28 -0.31
H 4.32 -6.42 0.42
H 1.88 -6.43 0.86
H 0.52 -4.36 0.57
C -1.83 1.85 3.53
N -1.47 2.92 2.63
C -1.41 4.22 3.26
C -1.32 5.38 2.29
N -0.72 5.04 1.02
C -0.34 6.19 0.25
C -0.05 5.88 -1.20
N 0.46 4.55 -1.43
C 0.95 4.35 -2.78
C 0.14 3.49 -0.63
C 0.35 2.14 -0.99
N 0.02 1.09 -0.19
C -0.53 1.35 1.01
C -0.82 2.66 1.46
C -0.46 3.77 0.63
H -2.43 1.09 3.01
H -0.95 1.36 3.98
H -2.44 2.28 4.33
H -2.32 4.33 3.86
H -0.55 4.27 3.94
H -2.33 5.79 2.11
H -0.73 6.18 2.75
H -1.15 6.93 0.31
H 0.55 6.66 0.71
H -0.98 6.04 -1.78
H 0.70 6.58 -1.57
H 1.72 3.58 -2.80
H 0.14 4.07 -3.48
H 1.37 5.30 -3.11
H 0.79 1.88 -1.95
H -0.74 0.49 1.65

***

C16H42IO5S5 | wB97M-V/def2-TZVPD

Results
- Net charge: -1
- Frontier orbital gap: 3.15 eV
- LUMO energy: 2.012 eV

CARTESIAN COORDINATES (ANGSTROEM)
C -1.53 -2.99 4.23
C -1.24 -1.90 3.18
C -2.16 -1.87 1.95
C -1.64 -2.70 0.81
C -1.34 -4.21 0.97
C -0.77 -4.79 -0.35
I -3.20 -5.27 1.38
H -2.54 -2.86 4.61
H -0.84 -2.93 5.08
H -1.43 -3.98 3.80
H -1.38 -0.95 3.72
H -0.18 -1.91 2.90
H -3.11 -2.31 2.27
H -0.72 -2.26 0.40
H -2.38 -2.64 0.00
H -0.63 -4.41 1.76
H -0.34 -3.96 -0.89
H -1.54 -5.28 -0.93
H -0.02 -5.56 -0.16
C -2.02 2.34 0.80
S -1.38 1.07 -0.29
O 0.04 0.84 0.11
C -1.30 2.12 -1.75
H -2.09 1.90 1.79
H -1.34 3.19 0.81
H -3.01 2.64 0.45
H -0.66 2.98 -1.56
H -2.32 2.44 -2.00
H -0.89 1.53 -2.57
C -6.47 4.13 -1.20
S -5.86 2.92 -2.39
O -4.44 2.67 -2.06
C -5.87 4.04 -3.80
H -6.49 3.64 -0.22
H -5.79 4.98 -1.17
H -7.47 4.44 -1.48
H -5.24 4.90 -3.59
H -6.90 4.36 -4.01
H -5.48 3.50 -4.66
C 3.22 5.31 1.70
S 2.37 4.17 0.60
O 1.14 4.87 0.13
C 1.86 3.00 1.85
H 3.58 6.15 1.11
H 2.53 5.66 2.46
H 4.06 4.79 2.16
H 1.26 3.51 2.61
H 2.75 2.56 2.31
H 1.27 2.22 1.36
C 5.72 -0.32 2.52
S 6.88 1.01 2.16
O 6.41 2.21 2.90
C 6.39 1.22 0.44
H 5.83 -0.58 3.57
H 4.70 0.02 2.33
H 5.96 -1.18 1.90
H 5.32 1.45 0.39
H 6.60 0.30 -0.11
H 6.96 2.04 0.02
C 2.17 -4.32 -2.60
S 0.73 -4.86 -3.54
O 0.64 -6.33 -3.38
C 1.46 -4.56 -5.16
H 1.95 -4.46 -1.55
H 3.04 -4.92 -2.89
H 2.36 -3.26 -2.80
H 2.38 -5.14 -5.26
H 1.67 -3.50 -5.27
H 0.74 -4.87 -5.91

***

CH6P2 | wB97M-V/def2-TZVPD

Results
- Energy above the lowest of the compared OMol25 structures with the same formula, charge and spin: 74.8 kcal per mole
- Frontier orbital gap: 9.63 eV
- LUMO energy: 0.276 eV

CARTESIAN COORDINATES (ANGSTROEM)
C -0.18 -0.32 -0.04
P 1.01 0.62 -1.01
P -0.15 0.01 1.70
H -0.36 -1.45 -0.18
H -1.67 0.32 -0.44
H 2.20 -0.31 -0.81
H 1.12 0.04 -2.28
H -1.49 -0.20 1.66
H -0.48 1.28 1.38

***

C28H27N7O2SSiTc | wB97M-V/def2-TZVPD

Results
- Multiplicity: 2
- Expectation value of S²: 0.76
- Net charge: +2
- Frontier orbital gap (alpha / beta): 6.76 / 6.85 eV
- LUMO energy (alpha / beta): -7.155 / -7.040 eV

CARTESIAN COORDINATES (ANGSTROEM)
Tc -0.10 0.19 0.53
N 1.54 3.87 2.27
C 1.09 2.87 1.50
S 0.52 1.42 2.37
N 1.07 3.01 0.21
N 0.44 1.95 -0.42
C 0.15 2.08 -1.69
C 0.51 3.25 -2.49
C -0.50 3.97 -3.15
C -0.17 5.10 -3.89
C 1.16 5.49 -3.99
C 2.16 4.78 -3.34
C 1.83 3.68 -2.57
C -0.62 0.95 -2.28
C -0.91 0.86 -3.63
C -1.70 -0.19 -4.08
C -2.18 -1.12 -3.18
C -1.81 -1.00 -1.84
N -1.03 -0.01 -1.40
H 1.52 3.80 3.27
H 1.71 4.77 1.85
H -1.53 3.67 -3.06
H -0.94 5.67 -4.37
H 1.42 6.37 -4.57
H 3.19 5.10 -3.41
H 2.60 3.14 -2.04
H -0.52 1.60 -4.31
H -1.93 -0.27 -5.13
H -2.81 -1.94 -3.48
H -2.13 -1.72 -1.11
O -3.28 -6.27 3.13
N -2.46 -5.96 2.30
O -1.83 -6.73 1.62
C -2.21 -4.50 2.12
C -3.06 -3.68 2.79
C -2.95 -2.26 2.67
C -3.84 -1.36 3.28
C -3.66 -0.01 3.06
C -2.59 0.42 2.27
N -1.72 -0.41 1.72
C -1.91 -1.74 1.91
C -1.00 -2.61 1.23
N -0.04 -1.96 0.51
C 0.77 -2.70 -0.23
C 0.69 -4.09 -0.27
C -0.24 -4.75 0.49
C -1.14 -4.00 1.28
H -3.84 -4.12 3.40
H -4.66 -1.72 3.89
H -4.33 0.72 3.49
H -2.43 1.48 2.09
H 1.52 -2.18 -0.81
H 1.38 -4.64 -0.89
H -0.29 -5.83 0.49
C 2.61 -1.68 2.12
Si 2.52 -0.03 1.23
C 3.01 0.02 -0.59
C 3.67 1.13 2.12
H 3.55 -1.70 2.66
H 2.60 -2.55 1.46
H 1.81 -1.78 2.85
H 4.00 -0.45 -0.66
H 3.13 1.06 -0.90
H 2.36 -0.47 -1.30
H 4.67 0.69 2.01
H 3.45 1.19 3.18
H 3.71 2.13 1.70

***

C7H14BrFNO3P | wB97M-V/def2-TZVPD

Results
- Frontier orbital gap: 8.67 eV
- LUMO energy: 0.303 eV

CARTESIAN COORDINATES (ANGSTROEM)
C 3.70 -1.20 0.55
O 2.74 -1.74 -0.34
C 1.41 -1.72 0.16
P 0.51 -0.21 -0.60
C -1.17 -0.91 -0.19
C -2.19 0.05 0.36
C -3.47 -0.72 0.71
Br -1.50 0.82 2.02
C -0.27 1.30 -1.56
O -1.10 1.09 -2.40
N 0.18 2.71 -1.36
C 0.03 3.22 -0.07
O 0.86 3.31 0.81
F -1.20 3.69 0.09
H 4.17 -2.01 1.09
H 4.47 -0.70 -0.01
H 3.24 -0.50 1.24
H 0.93 -2.63 -0.17
H 1.39 -1.68 1.25
H 1.10 -0.58 -1.84
H 1.30 0.64 0.22
H -1.54 -1.42 -1.06
H -1.00 -1.66 0.56
H -2.46 0.83 -0.32
H -3.30 -1.24 1.64
H -3.68 -1.47 -0.03
H -4.30 -0.06 0.87
H 1.15 2.82 -1.62

***

C2H5O2S | wB97M-V/def2-TZVPD

Results
- Net charge: -1
- Energy above the lowest of the compared OMol25 structures with the same formula, charge and spin: 33.6 kcal per mole
- Frontier orbital gap: 7.39 eV
- LUMO energy: 3.521 eV

CARTESIAN COORDINATES (ANGSTROEM)
C 1.34 -0.88 0.14
S 0.26 -2.43 -0.55
H 0.84 -0.60 1.10
H 2.25 -1.42 0.29
H 1.32 -0.01 -0.49
O -0.41 2.71 0.05
C -1.33 1.88 -0.14
O -1.06 0.69 -0.76
H -2.35 2.07 0.33
H -0.86 -2.01 0.04

***

C29H21AsN6OS3SbSe4Tc | wB97M-V/def2-TZVPD

Results
- Multiplicity: 4
- Expectation value of S²: 3.80
- Net charge: -1
- Energy above the lowest of the compared OMol25 structures with the same formula, charge and spin: 0.0 kcal per mole
- Frontier orbital gap (alpha / beta): 7.12 / 6.20 eV
- LUMO energy (alpha / beta): 1.500 / 0.563 eV

CARTESIAN COORDINATES (ANGSTROEM)
Tc -0.34 2.00 1.14
Se 4.31 4.20 0.76
Sb 2.91 2.30 1.98
Se 1.07 3.22 3.17
Se 1.86 1.56 -0.15
Se 4.52 0.87 3.05
N -0.70 4.87 -0.32
C -0.47 3.86 0.23
H 3.04 4.70 0.39
O -0.21 0.00 1.95
As -0.62 -1.64 1.62
C 0.95 -2.65 2.13
C 1.24 -3.96 1.69
C 2.45 -4.52 2.04
C 3.43 -3.80 2.77
C 3.12 -2.49 3.18
C 1.89 -1.93 2.84
C -2.01 -2.04 2.85
C -2.13 -3.27 3.49
C -3.11 -3.43 4.48
C -3.96 -2.39 4.76
C -3.95 -1.25 3.97
C -2.96 -1.03 3.06
C -0.80 -2.03 -0.21
C -1.87 -2.35 -0.96
C -1.77 -2.34 -2.36
C -0.59 -1.96 -2.99
C 0.53 -1.65 -2.24
C 0.41 -1.75 -0.86
H 0.48 -4.44 1.10
H 2.61 -5.52 1.74
H 4.35 -4.28 3.00
H 3.88 -1.90 3.70
H 1.66 -0.92 3.10
H -1.44 -4.03 3.33
H -3.13 -4.29 5.12
H -4.73 -2.47 5.52
H -4.71 -0.46 4.06
H -2.95 -0.08 2.54
H -2.83 -2.54 -0.46
H -2.65 -2.54 -2.97
H -0.55 -1.83 -4.10
H 1.45 -1.29 -2.66
H 1.27 -1.36 -0.34
S -1.84 1.85 -6.28
C -1.47 1.83 -4.65
S -2.61 1.90 -3.34
C -1.30 1.55 -2.24
N -0.14 1.59 -2.73
N -0.23 1.84 -4.12
C 1.02 2.10 -4.80
C 2.01 1.09 -4.89
C 3.28 1.45 -5.32
C 3.58 2.74 -5.58
C 2.60 3.75 -5.45
C 1.34 3.43 -5.05
S -1.69 1.13 -0.62
H 1.71 0.10 -4.62
H 4.09 0.71 -5.28
H 4.60 3.08 -5.81
H 2.86 4.80 -5.51
H 0.61 4.22 -5.01
N -1.91 2.62 2.21
C -2.76 2.84 2.99
N -3.73 2.95 3.78
C -4.28 4.11 4.00
N -4.73 5.16 4.16